Molecular formula: C54H45MgNO4P3SSi
Method: DFT, ωB97M-V/def2-TZVPD

Structure (XYZ):
```
110
Properties=species:S:1:pos:R:3:forces:R:3:lowdin_charge:R:1
C 1.621852 1.339288 2.618564 0.20 1.34 -0.38 -0.4154
P -2.575061 1.155788 0.458563 -0.62 -1.33 0.58 1.0958
H -3.648758 3.616702 -0.736699 0.26 -0.25 0.05 0.0834
H 5.612362 0.834408 -0.301685 0.31 0.28 0.20 0.0924
C -1.819992 2.427836 -0.546853 -1.01 0.07 -0.43 -0.4207
H 2.965543 1.879269 -7.545709 -0.10 -0.31 -0.09 0.0935
C 1.834464 -1.385931 3.720027 -0.62 -0.24 -0.46 -0.3276
C -0.846891 1.823785 4.364455 0.04 0.30 1.33 -0.0948
H -1.310110 -5.728929 -2.274963 -0.63 0.12 0.87 0.1120
C 4.769640 0.800689 -0.966442 0.12 -0.55 -0.16 -0.1064
C 2.263275 -3.751195 4.132263 -0.26 0.18 0.32 -0.0788
H -3.266216 1.833491 3.043657 -0.47 0.18 0.03 0.0728
C -1.778422 2.281017 5.329666 1.54 0.00 -1.38 -0.1015
C -5.294978 2.617926 3.144672 0.40 -0.37 -0.11 -0.0991
H 0.165442 -5.437941 -4.046775 0.08 0.63 0.92 0.1126
C -2.287010 1.421251 6.277886 -1.30 1.07 0.25 -0.1171
C 1.453735 2.010562 1.359058 -0.29 -0.25 1.35 -0.2969
C 3.111933 3.116991 3.426802 -0.79 0.72 -0.30 -0.0930
C 0.121014 3.386458 -1.573455 -1.13 -0.61 -0.23 -0.1134
H -3.090944 0.965199 -2.622794 0.10 -0.18 0.16 0.1073
N 2.316727 -1.971681 0.375185 0.77 -0.85 -0.03 0.0830
C -4.144106 1.915408 1.118876 0.18 0.26 0.03 -0.3543
H 2.839353 -0.130153 -8.895613 -0.25 -0.48 -0.14 0.0884
H 3.593787 -0.121498 3.586597 -0.24 -0.35 0.24 0.0864
H 2.611417 -2.631109 -0.357231 -0.23 0.17 0.16 0.0688
H -5.283154 -2.815528 -0.230159 0.43 0.92 -1.04 0.1233
H 3.298495 4.797847 2.052619 0.19 0.35 0.22 0.0912
C 4.922770 0.323654 -2.245848 0.21 -0.19 -1.84 -0.0937
C -5.288409 2.229384 0.383130 -0.67 -0.09 0.52 -0.0991
H -4.280398 -0.857985 -3.908631 -0.06 0.55 0.05 0.1033
C -0.637351 4.503417 -1.941394 1.75 -0.31 -0.71 -0.1021
Mg 0.230984 -1.714224 0.202612 -0.35 -0.09 0.72 0.4647
H -0.777266 -1.414896 5.272542 0.21 -0.52 0.09 0.0888
P 0.636110 -0.139318 2.966281 -0.27 -0.92 0.78 1.0857
C 2.386908 1.955329 3.629464 0.52 -1.12 0.46 -0.1327
C 1.752873 -2.674393 -2.983697 -1.51 0.27 0.37 -0.1291
S -0.195816 -4.757523 0.503145 1.64 0.99 -0.44 0.4137
C -1.905899 0.110788 6.237788 0.17 -1.35 0.11 -0.1023
H -5.341285 2.772135 4.200370 0.34 0.04 0.58 0.0921
C 2.837337 3.856000 2.282257 -1.10 -1.10 -1.14 -0.0717
O -0.443828 -4.174528 -0.999810 -0.53 -0.58 -0.19 -0.2644
C 3.502737 1.115164 -0.494667 0.88 0.71 1.27 -0.1527
H -7.311798 3.211078 2.960434 0.12 -0.22 -0.38 0.1023
C 2.474462 -0.206431 -7.880423 -0.38 0.77 0.89 -0.1153
C -1.966063 4.580693 -1.611921 -1.24 0.47 0.03 -0.0982
C 4.092861 -2.148036 4.065978 -0.97 0.53 0.27 -0.0929
H -5.487191 -2.591008 -2.741024 0.12 0.54 0.19 0.1051
C -4.178018 2.109873 2.500572 0.94 -0.23 0.03 -0.0953
H -1.970844 3.338243 5.277118 -0.50 0.20 0.30 0.0978
C -4.817720 -1.966365 -0.811379 -0.98 -1.64 0.95 -0.1047
P 0.975081 0.083930 -3.431763 0.06 -0.84 -1.51 1.0710
H -7.414939 2.716802 0.561326 0.30 0.24 -0.38 0.0978
C -2.593139 3.503424 -0.964614 0.65 1.51 -0.28 -0.0864
Si 0.717971 1.015060 -0.142899 -0.24 -0.59 0.14 0.6638
C -0.245399 -1.519273 -1.793195 0.04 0.35 -1.66 -0.1820
H -3.082948 1.777643 6.962421 0.77 -0.33 -0.28 0.1107
C 1.959479 3.316814 1.304946 1.05 0.03 0.44 -0.0934
H -0.112113 5.236218 -2.575579 -0.57 0.02 0.53 0.1043
H 5.891621 0.010081 -2.702358 -0.69 0.42 0.74 0.1074
C 1.538734 -4.002400 -3.090233 0.91 -0.25 -1.35 -0.1193
H 3.856461 -0.145309 -4.098078 0.27 0.20 0.18 0.0921
H 1.821668 -2.243540 -7.911891 -0.02 0.57 0.85 0.1062
O 1.186112 -5.212834 0.490063 -0.98 -0.22 0.16 -0.3047
C 3.791651 0.247684 -3.087255 -0.02 -0.71 1.22 -0.1013
H -3.804393 -1.358074 0.961791 -0.30 0.41 -0.66 0.1181
C -4.959220 -1.809811 -2.175225 -0.39 -1.36 -0.13 -0.1102
H 3.747108 3.551831 4.181905 0.17 -0.23 0.22 0.0949
C -6.446835 2.639880 1.047120 -0.07 -0.21 0.11 -0.0828
C 0.694721 -1.595301 -2.804938 0.22 -0.62 1.00 -0.4788
H 2.539363 1.412833 4.579458 -0.33 0.41 -0.45 0.1123
H -2.323847 -0.612715 6.920477 -0.16 0.01 0.22 0.0989
H -0.349699 2.567305 3.731299 -0.41 -0.43 -0.03 0.1066
C 1.512745 -1.302827 -5.945137 0.18 1.20 0.09 -0.0868
C 3.597441 -3.422704 4.241524 1.51 -0.35 -0.06 -0.1054
C 2.553652 0.960799 -7.119151 1.02 0.30 0.95 -0.1032
H 0.357427 -2.971722 3.597877 -0.22 -0.02 0.20 0.0848
C -0.474393 2.320931 -0.865993 1.42 0.89 -0.18 -0.3106
H 2.744435 -2.298655 -3.157722 0.52 -0.04 -0.04 0.0820
H 5.139431 -1.921377 4.176298 0.25 -0.17 -0.15 0.0977
C -4.020906 -1.120712 -0.100378 1.02 0.16 1.23 -0.1310
H 2.570327 -2.433378 1.253467 -0.01 0.19 -0.15 0.0532
H -5.317394 2.113413 -0.685910 0.04 -0.23 -0.27 0.1004
H -2.541138 5.501394 -1.851515 0.36 -0.84 0.05 0.1069
C 2.521431 0.436216 -2.539862 -0.25 0.59 0.58 -0.3684
H 3.469913 1.587752 0.498487 0.06 -0.54 -0.47 0.0892
H 1.143020 3.234476 -1.907041 0.02 0.40 0.04 0.0917
H 1.816654 3.887587 0.400407 -0.12 0.14 -0.15 0.0888
O -0.328217 -3.501278 1.282127 0.12 0.78 -0.62 -0.3883
O -1.258710 -5.652193 0.764286 -0.67 -1.37 0.32 -0.2699
C 1.377696 -2.740585 3.860748 0.08 1.87 -0.48 -0.1095
H 2.366227 -4.675843 -3.462077 -0.40 1.07 0.68 0.1146
H 2.555091 1.822732 -5.149370 -0.06 0.70 0.34 0.0890
C -3.388033 -0.044591 -0.713058 -0.18 0.96 -0.66 -0.3589
H 2.907228 -1.147123 0.253664 -0.21 -0.08 0.12 0.0399
H 4.383242 -4.143262 4.367369 -0.14 -0.77 0.29 0.0947
C 2.309212 0.967987 -5.732661 -0.80 -1.46 -1.47 -0.1243
H 0.997347 -2.144070 -5.553795 -0.28 -0.65 0.47 0.0811
C -1.000308 -0.370485 5.301019 -0.32 0.33 0.33 -0.0950
H -0.933985 -0.690459 -2.056095 0.28 -0.06 0.39 -0.0304
C 1.706456 -0.157577 -5.133300 -0.05 0.24 -0.69 -0.3682
C -3.552103 0.124527 -2.105977 0.31 0.24 0.76 -0.0872
C 1.930106 -1.339136 -7.270550 0.28 -0.32 -1.20 -0.1035
C 0.302449 -4.789164 -3.143162 -0.77 -0.45 0.62 -0.0896
C -0.567898 -4.962386 -2.128264 1.63 0.44 -1.09 -0.1482
H 1.874548 -4.748539 4.270753 0.26 -0.20 -0.18 0.1117
C -6.432060 2.843781 2.422698 -0.78 0.45 -0.17 -0.1156
C -0.421448 0.488466 4.395125 0.51 0.48 -1.50 -0.3343
C 2.335977 0.914661 -1.196704 -0.13 0.14 -0.95 -0.3016
C 3.196945 -1.112909 3.819780 0.08 0.13 -0.37 -0.1127
C -4.288422 -0.804951 -2.824103 0.22 -0.07 -0.54 -0.0994
```
Forces are in eV/Å.

Calculated values
- ΔE to the lowest compared entry with this formula, charge and spin (kJ/mol) = 429.9
- highest occupied orbital energy (Eh) = -0.14272
- DFT total energy (eV) = -118433.2060
- charge = -1

=====

Molecular formula: C54H45N2O2PS5V
Method: DFT, ωB97M-V/def2-TZVPD

Structure (XYZ):
```
110
Properties=species:S:1:pos:R:3:forces:R:3:mulliken_spin:R:1
H -2.688554 -0.802308 -2.593970 -0.02 0.02 0.01 -0.0011
H -5.082676 4.357042 -0.470162 -0.01 0.00 -0.01 0.0005
C 1.196048 4.791758 -1.784614 -0.04 0.02 0.14 0.2248
C 2.123717 2.348273 6.353309 0.06 0.02 -0.06 -0.0057
C -0.583739 -4.639550 3.772834 -0.01 0.08 -0.01 0.0027
H -4.691142 2.515379 2.978918 -0.01 0.01 0.00 0.0004
C -2.472483 3.000172 -2.133785 -0.05 -0.02 -0.04 0.0205
C 3.778254 -3.310159 -2.511890 0.02 -0.05 -0.02 0.0121
C 1.741742 0.019741 -4.678483 0.02 -0.07 -0.12 0.0417
C 3.077513 -4.129448 0.795041 0.02 -0.05 -0.01 0.0063
C -1.161721 -4.019029 4.879320 0.02 0.03 -0.01 -0.0031
H -1.149038 -3.890257 -0.612257 0.00 0.00 0.02 0.0035
C -2.974432 -1.736165 -2.111444 0.06 -0.06 0.02 0.0018
C -2.644141 3.618582 -3.367863 0.00 0.00 0.04 0.0081
C 1.851177 1.582614 2.725997 0.12 0.31 -0.05 0.0709
H -7.297882 0.070094 -0.438494 0.00 0.00 0.00 -0.0001
C 1.692574 1.805408 5.152942 0.00 0.03 0.09 0.0150
H -3.850414 4.959879 -4.533105 0.00 0.00 0.00 0.0002
C -0.397010 -2.449486 2.692904 0.03 -0.01 -0.07 0.0093
C 4.125119 -2.646470 2.900352 0.01 0.01 -0.01 -0.0007
C 2.334068 2.141815 3.952179 -0.05 -0.12 0.04 -0.0214
C -7.254657 0.769342 1.594593 0.02 0.00 -0.04 0.0006
C 3.834496 3.576063 5.202306 -0.02 -0.02 -0.01 -0.0063
N 0.570962 2.284820 -0.650930 0.25 0.83 -0.47 0.1587
H 0.212623 -4.296317 1.817851 0.00 0.01 0.00 -0.0013
C 5.584593 -1.260090 -2.997107 -0.04 0.00 0.04 0.0010
H -5.078241 1.009802 -0.992163 -0.01 0.01 0.00 -0.0006
P -3.090062 2.480671 0.563200 -0.02 0.19 -0.17 0.0104
H -3.868727 -1.550292 -1.505043 -0.01 0.01 0.03 -0.0002
H 1.611196 2.083073 7.270691 -0.01 -0.02 0.00 -0.0005
C -3.353457 3.252239 -1.089410 0.00 0.02 -0.02 -0.0089
S -2.085855 0.758469 0.252929 -0.46 -0.10 0.26 0.0246
H 1.433938 5.756834 -2.216747 0.03 0.01 0.04 0.0201
C -5.496506 1.147427 -0.001167 -0.01 0.02 0.00 0.0028
C 3.090106 -2.746156 0.756640 0.09 0.20 0.12 -0.0070
C 3.197953 3.233224 6.388595 -0.01 -0.03 -0.04 0.0126
S -1.146509 -0.076336 3.993632 -0.18 -0.27 -0.09 -0.0044
C 5.680350 -2.449676 -3.705144 -0.04 -0.02 -0.01 0.0008
C -3.195852 -2.913119 -3.084325 0.03 -0.03 0.07 0.0009
H -1.471981 -4.608025 5.737864 -0.02 0.02 0.00 -0.0003
H 4.498115 -2.067691 3.735642 -0.01 0.00 0.00 0.0000
H -2.772387 -2.699182 -4.066316 -0.01 -0.01 0.00 0.0009
C -4.409992 4.138814 -1.291999 0.03 0.02 0.00 0.0020
O 2.476167 -0.392302 -0.309383 -0.43 -0.40 -0.24 -0.0374
C 0.395145 3.444423 0.044001 0.09 -0.39 -0.06 0.0336
H -0.057292 -1.841247 -2.498132 0.10 -0.02 0.05 -0.0100
C -2.458082 -4.088441 -2.399530 -0.05 0.03 -0.04 -0.0008
C -3.709570 4.483567 -3.569472 0.00 0.01 0.04 0.0012
H 4.474612 -0.165337 -1.491861 0.00 -0.01 -0.01 -0.0002
C 4.589143 -1.091307 -2.041672 0.09 0.04 -0.06 0.0029
H -1.556689 -4.351641 -2.956642 -0.01 -0.01 -0.01 -0.0001
C 1.157024 -1.113889 -4.133021 -0.09 -0.03 0.05 0.1385
H -4.258820 -3.121753 -3.213934 0.00 0.01 -0.03 0.0000
H 3.534033 3.651719 7.330438 -0.01 0.02 0.00 0.0013
C -0.949248 -1.785563 3.825328 0.06 0.00 0.08 0.0020
C -6.522505 1.449662 2.555258 0.04 0.03 -0.02 -0.0004
H 6.282538 -0.455312 -3.192701 -0.01 0.01 0.00 -0.0002
H -1.792810 -2.167873 5.744688 0.03 0.00 0.02 0.0002
C 1.657931 1.222308 -3.999781 0.08 0.23 -0.09 0.0377
H 2.623811 -4.700485 -0.006900 0.00 0.01 0.00 -0.0002
C -5.281097 1.990873 2.237373 -0.06 0.00 0.01 0.0001
C -4.594173 4.743048 -2.526719 0.02 -0.02 0.01 0.0005
H -1.657970 2.304557 -1.972201 -0.02 -0.02 -0.03 -0.0028
C 3.618933 -4.774879 1.897087 0.02 0.02 0.00 -0.0003
C 4.147744 -4.034277 2.946440 -0.03 0.00 -0.04 0.0007
H 2.297752 4.564523 -4.274517 0.01 0.01 0.04 -0.0026
C 0.666422 4.675401 -0.482231 0.03 0.21 -0.12 0.0558
H 4.550591 -4.540815 3.814465 -0.01 0.00 0.01 0.0002
V 0.325162 0.448633 0.115764 0.31 -0.78 0.56 2.1469
H 0.475491 5.546127 0.129952 -0.01 0.01 -0.03 0.0081
H 0.032153 3.334738 1.054459 -0.01 -0.03 0.00 0.0153
C 0.487091 -0.999672 -2.913359 -0.35 -0.15 -0.07 -0.0536
C -2.078399 -3.510745 -1.033592 0.02 0.07 0.08 -0.0032
C 1.043577 1.228984 -2.720667 -0.29 -0.12 0.13 0.0325
C 3.703782 -2.125355 -1.795113 -0.02 0.11 0.06 -0.0082
H 0.845497 1.126243 5.104270 0.02 -0.01 0.01 0.0038
C 1.395573 3.638509 -2.518447 0.17 0.10 -0.27 -0.0337
C 1.276234 1.155999 1.741313 0.02 0.21 0.69 -0.1689
S 0.115240 -1.720283 1.149358 -0.10 0.06 -0.37 0.0334
C -0.224227 -3.839133 2.699995 0.00 -0.04 0.02 -0.0094
H 2.252450 -0.020785 -5.635577 -0.03 0.01 0.00 0.0056
C -4.768297 1.851641 0.956391 0.04 -0.10 -0.04 -0.0013
C 1.978208 3.619953 -3.846567 -0.10 0.16 0.26 0.0161
S 2.348453 -1.874583 -0.616070 0.33 0.25 -0.10 0.0103
H 3.513830 -0.908800 1.758666 -0.03 0.00 0.03 0.0012
H 4.833698 -4.398465 -4.027628 0.00 0.00 0.00 0.0001
H 3.897664 3.303729 3.067753 0.01 0.01 0.00 0.0008
S -2.583107 3.905192 1.824972 0.00 -0.10 0.01 0.0058
C 1.018769 2.403559 -1.945323 -0.04 -0.37 -0.02 0.0860
H -3.076729 -4.983218 -2.314764 0.02 -0.01 -0.01 0.0000
H 4.664135 4.274379 5.214611 0.02 -0.01 0.00 -0.0004
H 3.603823 -5.856495 1.946790 -0.01 0.00 0.01 -0.0001
H -8.222884 0.349900 1.842948 0.01 -0.01 0.00 0.0001
H -1.943505 3.417384 -4.170250 0.02 0.00 0.01 -0.0003
O -1.904191 -2.129781 -1.272393 -0.14 0.00 -0.24 -0.0009
N 0.419188 0.109933 -2.196766 0.57 0.29 -0.07 0.1240
C -6.737048 0.614542 0.312377 0.01 0.03 0.02 -0.0001
H 6.451760 -2.575205 -4.455248 0.00 0.00 0.00 0.0000
C 3.595276 -1.989235 1.799246 0.00 -0.01 0.06 0.0123
C 3.407964 3.036224 3.996156 0.05 -0.01 0.00 0.0143
H 2.616846 2.473812 -5.506801 -0.02 -0.02 -0.01 -0.0017
C 2.144149 2.474358 -4.530358 -0.08 -0.33 0.02 -0.0533
H -6.911444 1.555038 3.560796 0.01 -0.01 0.00 -0.0001
H 1.189824 -2.070344 -4.637251 0.00 0.00 0.01 0.0047
C -1.336367 -2.649745 4.888035 0.00 0.07 -0.06 0.0030
H -2.878340 -3.669423 -0.298620 -0.02 0.01 0.01 0.0003
H -5.425593 5.422244 -2.677613 0.00 0.00 0.01 0.0000
H 3.056267 -4.099527 -2.334421 -0.01 0.02 -0.01 -0.0003
C 4.772986 -3.475168 -3.464615 0.00 0.02 0.03 -0.0004
H -0.425635 -5.711901 3.739889 0.00 0.00 0.00 0.0001
```
Forces are in eV/Å.

Calculated values
- ΔE to the lowest compared entry with this formula, charge and spin (kJ/mol) = 213.7
- highest occupied orbital energy (alpha / beta) (Eh) = -0.01261 / -0.01600
- <S²> = 3.80
- 2S+1 = 4
- DFT total energy (eV) = -152957.7440
- charge = -2